No. 1
C30H75Ba2Cl2N4O11 as an isolated structure. Source: the Open Molecules 2025 dataset; level of theory: ωB97M-V/def2-TZVPD.

Last column: Löwdin charge in e.
Cartesian coordinates (Å):
Ba 0.96 -3.73 -0.05  1.5258
Ba -0.30 -0.02 -2.41  1.6535
C 4.68 -0.45 -4.28  -0.1262
C 3.33 -0.84 -3.66  -0.5048
O 2.47 0.20 -3.24  -0.4701
H 5.22 0.42 -3.90  0.0468
H 4.53 -0.27 -5.35  0.0409
H 5.32 -1.33 -4.25  0.0488
H 3.40 -1.64 -2.92  0.0669
H 2.92 -1.36 -4.53  0.0505
C -0.15 -3.49 -5.13  -0.1101
C -0.05 -3.95 -3.67  -0.4314
O 0.00 -2.90 -2.67  -0.6368
H 0.36 -2.64 -5.56  0.0615
H -1.00 -3.68 -5.80  0.0510
H 0.40 -4.23 -5.71  0.0529
H 0.80 -4.63 -3.68  0.0772
H -0.91 -4.56 -3.39  0.0670
C 0.00 4.86 -1.89  -0.1431
C 0.51 3.72 -1.21  -0.5552
O 0.89 2.52 -1.87  -0.4476
H -0.89 4.52 -2.43  0.0629
H 0.73 5.31 -2.56  0.0659
H -0.18 5.69 -1.21  0.0647
H 0.06 3.50 -0.24  0.0589
H 1.45 4.04 -0.75  0.0662
Cl -0.15 -0.84 0.56  -0.3235
Cl 3.92 -3.15 0.56  -0.5763
C 3.13 6.37 -1.15  -0.1655
O 3.90 5.27 -1.43  -0.1935
C 4.53 4.61 -0.35  -0.1670
C 5.05 3.24 -1.00  -0.1611
N 4.08 2.10 -1.02  -0.0251
C 4.76 0.88 -0.72  -0.2054
C 5.23 0.89 0.77  -0.2104
O 4.14 1.42 1.44  -0.2063
C 3.20 0.71 2.15  -0.1211
H 3.69 7.16 -0.65  0.0723
H 2.29 6.19 -0.49  0.0733
H 2.79 6.78 -2.10  0.0882
H 3.74 4.27 0.32  0.1092
H 5.30 5.23 0.11  0.1108
H 5.97 2.97 -0.48  0.0799
H 5.30 3.41 -2.04  0.1093
H 3.60 2.29 -0.15  0.0714
H 5.55 0.75 -1.46  0.1142
H 4.00 0.11 -0.81  0.1056
H 6.10 1.54 0.79  0.0923
H 5.62 -0.06 1.11  0.1110
H 3.65 0.39 3.09  0.0834
H 2.77 -0.13 1.61  0.0531
H 2.33 1.32 2.37  0.0820
C 0.64 -0.83 4.32  -0.0831
O 0.18 -2.08 4.82  -0.2164
C 1.13 -3.17 4.83  -0.1914
C 1.39 -4.06 3.60  -0.1786
N 0.40 -3.77 2.54  -0.2445
C -0.82 -4.49 2.79  -0.2095
C -1.97 -4.08 1.84  -0.2093
O -1.57 -4.53 0.56  -0.3940
C -2.66 -4.47 -0.39  -0.0690
H 1.25 -0.43 5.12  0.0957
H -0.17 -0.19 3.97  0.0741
H 1.27 -0.98 3.44  0.0622
H 0.63 -3.88 5.49  0.1059
H 2.04 -2.95 5.41  0.1239
H 1.48 -5.09 3.95  0.1193
H 2.43 -3.86 3.33  0.0845
H 0.16 -2.79 2.56  0.0313
H -1.27 -4.16 3.72  0.1165
H -0.58 -5.56 2.85  0.1319
H -2.24 -3.03 1.72  0.1142
H -2.90 -4.56 2.16  0.1203
H -2.52 -5.07 -1.29  0.0865
H -2.63 -3.42 -0.69  0.0903
H -3.63 -4.82 -0.01  0.0906
C -0.84 3.68 2.50  -0.1170
O -1.52 2.97 3.49  -0.1898
C -2.30 1.85 3.06  -0.2076
C -3.11 1.16 4.14  -0.1971
N -4.04 0.20 3.55  -0.0759
C -5.05 -0.39 4.53  -0.1701
C -4.44 -1.38 5.49  -0.1937
O -3.89 -0.58 6.57  -0.1771
C -2.86 -1.23 7.27  -0.1372
H -0.10 2.94 2.20  0.0863
H -0.31 4.49 2.99  0.0872
H -1.34 4.16 1.66  0.0821
H -1.65 1.12 2.58  0.0851
H -2.91 2.19 2.22  0.0996
H -3.91 1.70 4.64  0.1193
H -2.43 0.62 4.80  0.1054
H -3.40 -0.55 3.31  0.0794
H -5.70 -0.84 3.78  0.1075
H -5.50 0.47 5.01  0.1149
H -3.60 -1.80 4.94  0.1073
H -5.05 -2.23 5.79  0.1185
H -1.86 -0.95 6.93  0.0792
H -2.86 -2.31 7.46  0.0845
H -2.78 -0.96 8.33  0.0769
C -2.61 1.98 -0.45  -0.0542
O -2.57 1.39 -1.82  -0.3932
C -3.82 1.23 -2.43  -0.1966
C -3.99 -0.32 -2.85  -0.1370
N -2.88 -0.86 -3.74  -0.1003
C -3.01 -0.36 -5.06  -0.2508
C -1.75 -0.51 -6.02  -0.1901
O -0.63 0.06 -5.30  -0.3067
C 0.45 0.29 -6.29  -0.0576
H -1.76 1.54 0.07  0.0340
H -3.54 1.79 0.09  0.0809
H -2.49 3.05 -0.62  0.0910
H -3.63 1.83 -3.32  0.1096
H -4.62 1.75 -1.90  0.1211
H -5.00 -0.56 -3.19  0.1029
H -3.97 -0.88 -1.91  0.1018
H -2.98 -1.85 -3.91  0.1152
H -3.54 0.58 -5.08  0.1074
H -3.75 -0.75 -5.77  0.1060
H -2.02 0.24 -6.76  0.1175
H -1.67 -1.54 -6.36  0.1011
H 1.42 0.60 -5.92  0.0907
H 0.23 1.04 -7.05  0.0763
H 0.52 -0.61 -6.91  0.0751

Summary:
Net charge: -1
HOMO in eV: -2.736
M in Da: 1013.51
E_tot in Ha: -3205.840757
Lowest unoccupied orbital energy in hartree: 0.0458

***

No. 2
A 7-piece molecular cluster, C30H75F4N7O18S4 overall. Source: the Open Molecules 2025 dataset; level of theory: ωB97M-V/def2-TZVPD.

Last column: Löwdin charge in e.
Cartesian coordinates (Å):
N -2.43 7.98 3.52  -0.2584
S -1.47 8.58 2.67  0.3748
O -0.22 9.16 3.23  -0.3202
O -1.87 9.15 1.39  -0.3091
F -1.11 7.06 2.16  -0.2480
S -3.32 9.37 3.74  0.6416
O -4.56 9.55 2.87  -0.3317
O -2.69 10.58 4.26  -0.2996
F -3.95 8.83 5.16  -0.2496
N -1.14 -1.47 1.42  -0.2676
S -1.30 -1.43 -0.10  0.4614
O -2.49 -2.03 -0.73  -0.3273
O -0.07 -1.38 -0.93  -0.3396
F -1.64 0.15 0.08  -0.2431
S -0.94 -3.18 1.49  0.6158
O 0.15 -3.74 0.62  -0.3282
O -2.10 -3.96 1.80  -0.3101
F -0.32 -3.19 3.03  -0.2627
C 3.33 -1.73 -15.13  -0.1228
O 3.49 -1.41 -13.77  -0.1928
C 3.20 -0.10 -13.41  -0.2377
C 3.62 0.21 -11.94  -0.1708
N 2.91 -0.62 -10.89  -0.0680
C 3.45 -0.34 -9.55  -0.2266
C 3.08 -1.39 -8.46  -0.1596
O 3.58 -2.80 -8.56  -0.2089
C 3.12 -3.63 -7.53  -0.1359
H 2.28 -1.86 -15.40  0.0931
H 3.92 -2.64 -15.22  0.0852
H 3.96 -1.19 -15.83  0.0833
H 2.12 0.03 -13.44  0.1152
H 3.60 0.57 -14.17  0.1146
H 3.35 1.22 -11.63  0.1149
H 4.69 -0.01 -11.92  0.1074
H 2.99 -1.59 -11.14  0.0982
H 3.04 0.63 -9.26  0.1155
H 4.53 -0.23 -9.55  0.1041
H 2.00 -1.21 -8.39  0.1141
H 3.45 -1.05 -7.49  0.1128
H 2.06 -3.88 -7.54  0.0825
H 3.32 -3.39 -6.49  0.0874
H 3.72 -4.39 -8.03  0.0947
C 9.52 4.20 -2.37  -0.1743
O 8.34 4.29 -3.05  -0.2013
C 7.65 2.96 -3.06  -0.1388
C 6.44 2.90 -2.07  -0.1702
N 6.75 3.85 -0.98  -0.0583
C 6.18 5.22 -1.17  -0.1725
C 6.81 6.22 -0.16  -0.2415
O 8.18 6.47 -0.27  -0.2212
C 8.90 7.15 0.78  -0.0711
H 9.80 5.26 -2.36  0.0951
H 10.26 3.63 -2.92  0.0883
H 9.41 3.90 -1.33  0.0855
H 8.37 2.15 -2.95  0.1093
H 7.19 2.78 -4.04  0.1053
H 6.30 1.87 -1.74  0.1043
H 5.47 3.23 -2.43  0.1097
H 7.76 3.95 -1.00  0.0406
H 5.11 5.19 -0.95  0.1202
H 6.34 5.77 -2.09  0.1103
H 6.56 6.00 0.88  0.1192
H 6.33 7.16 -0.41  0.1141
H 9.97 7.06 0.59  0.0810
H 8.73 6.67 1.74  0.0815
H 8.52 8.17 0.77  0.0848
C 2.84 2.29 5.83  -0.0616
O 2.19 3.10 6.90  -0.2013
C 2.99 4.07 7.52  -0.2457
C 2.10 4.72 8.61  -0.1825
N 0.96 5.53 8.04  -0.0032
C 0.20 6.12 9.16  -0.2349
C -0.41 5.09 10.10  -0.2463
O -1.11 4.04 9.42  -0.1690
C -1.86 3.24 10.36  -0.1074
H 2.24 1.44 5.51  0.0779
H 3.73 1.81 6.24  0.0705
H 3.01 2.75 4.86  0.0811
H 3.16 4.84 6.77  0.1195
H 3.85 3.52 7.91  0.1148
H 2.79 5.45 9.04  0.1039
H 1.96 3.92 9.34  0.1135
H 1.36 6.45 7.92  0.0935
H -0.63 6.79 8.94  0.1202
H 0.75 6.83 9.76  0.1077
H -1.18 5.62 10.66  0.1101
H 0.32 4.62 10.76  0.1065
H -2.55 2.49 9.98  0.0814
H -2.50 3.85 11.00  0.0749
H -1.21 2.61 10.96  0.0764
C -8.81 -8.53 -1.14  -0.1173
O -7.63 -8.83 -1.86  -0.1997
C -6.47 -7.97 -1.83  -0.2133
C -5.20 -8.53 -2.41  -0.2386
N -5.23 -9.10 -3.71  -0.0659
C -3.95 -9.60 -4.32  -0.1821
C -4.23 -10.69 -5.34  -0.2628
O -4.92 -11.70 -4.69  -0.1960
C -5.14 -12.87 -5.50  -0.0764
H -9.12 -9.36 -0.51  0.0820
H -9.63 -8.13 -1.72  0.0758
H -8.62 -7.65 -0.53  0.0768
H -6.26 -7.71 -0.79  0.1209
H -6.70 -7.03 -2.35  0.1202
H -5.10 -9.37 -1.72  0.1191
H -4.49 -7.71 -2.26  0.1374
H -5.80 -9.93 -3.68  0.0939
H -3.48 -9.96 -3.40  0.1134
H -3.33 -8.84 -4.79  0.1167
H -3.21 -10.91 -5.65  0.1193
H -4.81 -10.28 -6.16  0.1273
H -4.17 -13.19 -5.90  0.0820
H -5.76 -12.63 -6.36  0.0806
H -5.65 -13.63 -4.91  0.0867
C -1.56 -1.36 7.88  -0.1258
O -2.81 -0.92 7.37  -0.1737
C -3.85 -1.95 7.47  -0.2185
C -5.18 -1.57 6.90  -0.2868
N -5.01 -0.88 5.67  -0.0272
C -6.31 -0.79 4.95  -0.1922
C -6.38 0.12 3.69  -0.2049
O -6.02 1.44 4.12  -0.1923
C -6.51 2.44 3.14  -0.0771
H -1.19 -2.37 7.68  0.0800
H -1.57 -1.34 8.97  0.0720
H -0.92 -0.59 7.44  0.0935
H -3.55 -2.76 6.81  0.1122
H -3.92 -2.48 8.42  0.1161
H -5.70 -2.53 6.88  0.1106
H -5.75 -1.08 7.69  0.1176
H -4.46 -1.49 5.08  0.1191
H -6.56 -1.79 4.59  0.1045
H -7.07 -0.60 5.71  0.1098
H -5.81 -0.21 2.82  0.1276
H -7.47 0.11 3.61  0.1032
H -7.58 2.40 2.93  0.0717
H -5.90 2.44 2.24  0.0834
H -6.37 3.45 3.54  0.0783

Summary:
Net charge: -2
HOMO in eV: -5.259
M in Da: 1026.22
E_tot in Ha: -4917.339666
Lowest unoccupied orbital energy in hartree: 0.0998

***

No. 3
C30H75IN5O10 as an isolated structure. Source: the Open Molecules 2025 dataset; level of theory: ωB97M-V/def2-TZVPD.

Last column: Löwdin charge in e.
Cartesian coordinates (Å):
I 28.75 -44.55 59.87  0.8764
C 32.65 -47.36 63.41  -0.0624
O 31.37 -46.82 63.67  -0.1429
C 31.22 -45.48 63.36  -0.1901
C 29.82 -45.01 63.79  -0.0883
N 29.63 -43.59 63.45  -0.0133
C 28.44 -43.04 64.22  -0.1187
C 28.00 -41.73 63.67  -0.2662
O 26.97 -41.29 64.46  -0.1324
C 26.28 -40.13 63.91  -0.0338
H 33.05 -47.23 62.42  0.0830
H 32.20 -48.43 63.52  0.1349
H 33.30 -47.31 64.05  -0.0221
H 31.29 -45.29 62.48  0.0068
H 31.89 -44.96 63.96  0.1241
H 29.69 -45.24 64.78  0.0964
H 29.12 -45.62 63.24  0.1070
H 29.62 -43.27 62.41  -0.0233
H 28.50 -43.33 65.38  0.1725
H 27.76 -43.70 63.79  0.0368
H 27.52 -41.87 62.79  0.1004
H 28.92 -41.09 63.59  0.1194
H 25.33 -39.76 64.36  0.1093
H 25.97 -40.25 63.05  0.0014
H 26.90 -39.30 64.05  0.0540
C 33.04 -47.50 55.65  -0.0876
O 34.29 -47.21 56.32  -0.1778
C 34.34 -46.05 57.13  -0.2112
C 33.27 -46.09 58.29  -0.1705
N 33.40 -44.80 58.94  -0.0995
C 32.56 -44.61 60.01  -0.2690
C 32.76 -43.40 60.89  -0.2036
O 32.08 -43.29 62.11  -0.1407
C 30.68 -42.97 61.93  -0.2352
H 32.34 -47.80 56.28  0.0169
H 32.82 -48.31 54.95  0.0925
H 32.69 -46.66 55.13  0.0753
H 34.33 -45.04 56.54  0.1423
H 35.34 -45.91 57.26  0.0767
H 33.54 -47.02 58.93  0.1497
H 32.15 -46.15 57.99  0.1344
H 33.10 -44.19 58.24  0.0923
H 32.82 -45.45 60.51  0.0645
H 31.34 -44.62 59.74  0.0621
H 32.55 -42.67 60.36  0.0167
H 33.94 -43.29 61.26  0.1818
H 30.55 -41.99 61.60  0.0920
H 30.20 -42.97 62.90  -0.1842
H 30.23 -43.70 61.27  -0.1208
C 24.02 -42.41 56.14  -0.0588
O 24.06 -43.68 56.97  -0.2697
C 24.75 -43.35 58.22  -0.1778
C 24.60 -44.65 59.02  -0.1228
N 25.29 -44.29 60.39  -0.0272
C 25.07 -45.39 61.25  -0.2949
C 25.90 -45.20 62.52  -0.2423
O 25.63 -46.19 63.55  -0.1447
C 26.59 -46.09 64.55  -0.1361
H 25.01 -41.99 56.04  0.0425
H 23.57 -42.57 55.20  0.0602
H 23.46 -41.73 56.84  0.0886
H 24.10 -42.50 58.38  0.0901
H 25.76 -43.01 57.86  0.1264
H 25.03 -45.58 58.53  0.1046
H 23.56 -45.08 59.30  0.1293
H 26.14 -44.12 60.30  -0.1367
H 25.32 -46.42 61.07  0.0933
H 23.88 -45.40 61.57  0.1671
H 25.54 -44.20 62.69  0.1028
H 27.08 -44.98 62.17  0.0990
H 27.46 -46.19 64.21  -0.0483
H 26.36 -46.83 65.42  0.1249
H 26.83 -44.99 65.00  0.1243
C 27.58 -41.57 53.63  -0.1777
O 28.57 -41.42 54.55  -0.1817
C 28.17 -41.55 55.92  -0.1966
C 29.20 -41.03 56.93  -0.1415
N 28.62 -41.19 58.39  -0.0674
C 29.42 -40.28 59.29  -0.1890
C 28.71 -40.18 60.65  -0.2018
O 29.52 -39.12 61.24  -0.1819
C 29.30 -38.68 62.63  -0.0622
H 26.49 -41.03 53.80  0.1422
H 27.28 -42.47 53.39  -0.0105
H 28.06 -41.25 52.66  0.1054
H 27.85 -42.61 55.90  0.1147
H 27.09 -41.11 56.13  0.1299
H 29.30 -40.10 56.83  0.0261
H 30.09 -41.58 56.92  0.0989
H 28.74 -42.26 58.62  -0.0258
H 29.42 -39.18 58.86  0.1625
H 30.29 -40.80 59.48  0.0757
H 28.87 -41.05 61.11  0.0266
H 27.63 -40.02 60.58  0.1318
H 29.89 -37.98 62.95  0.0194
H 29.11 -39.46 63.44  0.0730
H 28.29 -38.21 62.69  0.0812
C 30.81 -49.12 60.41  -0.0892
O 29.49 -48.58 60.41  -0.1493
C 29.27 -47.86 59.26  -0.3655
C 27.80 -47.49 59.25  -0.2979
N 27.41 -46.49 58.21  -0.1601
C 27.45 -47.09 56.81  -0.1918
C 26.76 -46.13 55.91  -0.3527
O 26.74 -46.55 54.65  -0.1774
C 26.27 -45.43 53.70  -0.0136
H 31.06 -49.50 59.53  0.0202
H 31.12 -49.91 61.24  0.1270
H 31.53 -48.32 60.63  0.0707
H 29.51 -48.20 58.19  0.1342
H 29.78 -46.83 59.28  0.0271
H 27.43 -47.08 60.26  0.0829
H 27.24 -48.55 59.06  0.1531
H 28.15 -45.79 58.31  -0.1794
H 26.90 -47.95 56.84  0.0857
H 28.49 -47.17 56.58  0.1018
H 27.43 -45.33 56.23  0.1208
H 25.78 -46.01 56.32  0.1078
H 25.42 -44.95 54.34  0.1101
H 25.69 -45.94 52.89  0.0747
H 27.22 -45.03 53.28  0.0900

Summary:
Net charge: -1
Relative energy (zero: lowest compared OMol25 entry of this formula, charge and spin) in kJ/mol: 947.2
HOMO in eV: -3.900
M in Da: 792.86
E_tot in Ha: -2510.723298
Lowest unoccupied orbital energy in hartree: 0.0894